7
Properties=species:S:1:pos:R:3 method="wB97M-V/def2-TZVPD" lumo_energy_ha="-0.0539 / -0.0800" homo_lumo_gap_ev="7.3 / 6.5" relative_energy_ev=2.359 homo_energy_ha="-0.3203 / -0.3188"
N -1.48653 0.27197 1.67747
O -2.68813 0.43843 1.42370
P 1.23984 -0.96844 1.76093
P -0.41178 -0.24490 2.68770
H 2.09384 -0.99516 2.85338
H -2.89599 -2.50101 1.10337
H -2.82993 -3.19094 1.70555